{
  "formula": "C13H16O2",
  "method": "ωB97M-V/def2-TZVPD",
  "elements": ["C", "C", "C", "C", "C", "C", "C", "C", "C", "C", "C", "C", "C", "O", "O", "H", "H", "H", "H", "H", "H", "H", "H", "H", "H", "H", "H", "H", "H", "H", "H"],
  "positions_angstrom": [[-0.888, 3.257, 2.292], [-1.292, 3.434, 0.967], [0.177, 2.409, 2.536], [-0.692, 2.705, -0.118], [0.814, 1.788, 1.472], [0.346, 1.849, 0.232], [0.643, 0.375, -2.554], [1.223, 1.081, -0.746], [0.743, -0.442, -1.281], [1.903, -1.468, -1.350], [-1.086, -2.095, -1.603], [-0.527, -1.272, 0.699], [-0.587, -0.874, -0.803], [0.242, 0.197, -3.683], [1.141, 1.562, -2.152], [-1.461, 3.603, 3.137], [-2.184, 4.035, 0.830], [0.647, 2.447, 3.533], [-1.023, 2.910, -1.144], [1.538, 1.037, 1.566], [2.266, 1.212, -0.437], [2.840, -0.963, -1.178], [2.034, -1.980, -2.360], [1.912, -2.171, -0.622], [-0.480, -3.026, -1.399], [-1.026, -1.856, -2.618], [-2.181, -2.257, -1.304], [0.422, -1.706, 1.020], [-1.220, -1.993, 1.045], [-0.775, -0.346, 1.320], [-1.362, -0.035, -1.020]],
  "mulliken_charge": [-0.54, -0.55, -0.49, -0.41, -0.51, 0.15, -0.06, 0.07, 1.23, -1.86, -1.69, -1.28, 0.89, -0.62, -0.46, 0.40, 0.34, 0.34, 0.44, 0.35, 0.55, 0.50, 0.31, 0.49, 0.28, 0.48, 0.42, 0.27, 0.52, 0.15, 0.29],
  "total_charge": 0,
  "max_force_ev_per_a": 3.89,
  "multiplicity": 1,
  "de_lowest_ev": 0.627,
  "lumo_ev": 0.690,
  "homo_ev": -9.4615
}

---

{
  "formula": "C13H16OSi",
  "method": "ωB97M-V/def2-TZVPD",
  "elements": ["C", "C", "C", "C", "C", "C", "C", "C", "C", "C", "C", "C", "C", "O", "Si", "H", "H", "H", "H", "H", "H", "H", "H", "H", "H", "H", "H", "H", "H", "H", "H"],
  "positions_angstrom": [[-3.884, -0.138, 1.010], [-3.380, -0.392, -0.245], [-3.112, 0.418, 2.090], [-2.049, -0.172, -0.475], [-1.771, 0.575, 1.800], [-1.250, 0.293, 0.534], [0.060, 2.288, 1.930], [0.466, 1.976, 0.713], [-0.438, 0.964, 2.568], [0.230, 0.467, 0.579], [1.307, -2.613, -1.391], [3.837, -0.489, -0.606], [1.444, 0.377, -2.723], [0.457, 0.064, 1.995], [2.051, -0.799, -1.306], [-4.897, -0.300, 1.345], [-4.085, -0.788, -0.904], [-3.351, 0.561, 3.115], [-1.799, -0.470, -1.487], [0.071, 3.312, 2.486], [0.880, 2.534, -0.030], [-0.471, 0.957, 3.551], [1.168, -3.007, -0.317], [0.244, -2.605, -1.663], [1.967, -3.220, -2.176], [4.465, -1.214, -0.929], [3.991, 0.497, -0.781], [3.820, -0.712, 0.471], [1.644, -0.039, -3.808], [0.381, 0.368, -2.693], [2.000, 1.307, -2.655]],
  "mulliken_charge": [-0.45, -0.86, -1.08, -0.39, 0.21, 0.38, -0.50, -0.91, -0.15, 0.44, -0.94, -1.13, -0.90, -0.50, 0.55, 0.36, 0.48, 0.46, 0.27, 0.28, 0.54, 0.96, 0.31, 0.31, 0.29, 0.45, 0.34, 0.32, 0.34, 0.21, 0.30],
  "total_charge": 0,
  "max_force_ev_per_a": 5.14,
  "multiplicity": 1,
  "de_lowest_ev": 4.253,
  "lumo_ev": 0.509,
  "homo_ev": -7.6562
}

---

{
  "formula": "C13H17AuN2OPS5",
  "method": "ωB97M-V/def2-TZVPD",
  "elements": ["Au", "C", "P", "C", "C", "O", "H", "H", "H", "H", "H", "H", "H", "H", "H", "N", "C", "C", "C", "C", "N", "C", "C", "H", "H", "H", "H", "C", "S", "C", "C", "S", "S", "C", "S", "S", "H", "H", "H", "H"],
  "positions_angstrom": [[-0.329, 1.460, 0.775], [-1.696, -1.652, 3.266], [-0.294, -0.969, 2.406], [0.867, -2.309, 2.234], [0.457, 0.179, 3.541], [-0.662, -0.340, 1.093], [-1.391, -2.100, 4.216], [-2.178, -2.426, 2.661], [-2.433, -0.872, 3.477], [1.110, -2.741, 3.209], [1.794, -1.956, 1.775], [0.450, -3.099, 1.603], [0.710, -0.314, 4.484], [-0.226, 1.005, 3.759], [1.374, 0.595, 3.114], [-5.749, 1.598, -4.128], [-4.889, 1.576, -3.350], [-3.827, 1.549, -2.390], [-4.089, 1.826, -1.049], [-3.030, 1.787, -0.160], [-1.762, 1.497, -0.522], [-1.537, 1.233, -1.827], [-2.527, 1.246, -2.792], [-5.088, 2.065, -0.700], [-3.174, 1.994, 0.897], [-0.506, 1.004, -2.081], [-2.286, 1.026, -3.827], [3.968, -1.224, 0.316], [4.633, 0.235, -0.518], [3.690, 0.195, -1.987], [2.363, 0.457, -2.077], [1.163, 0.890, -0.890], [1.694, 0.343, -3.711], [3.175, -0.067, -4.536], [3.281, -0.329, -6.184], [4.549, -0.191, -3.462], [4.597, -1.452, 1.180], [3.978, -2.091, -0.351], [2.952, -1.057, 0.677], [0.869, 1.430, 1.858]],
  "lowdin_spin": [0.54, 0.00, 0.02, 0.01, 0.02, 0.15, 0.00, 0.00, 0.00, 0.00, 0.00, 0.00, 0.00, 0.01, 0.01, 0.00, 0.00, 0.00, 0.00, 0.02, 0.03, 0.01, 0.00, 0.00, 0.01, 0.01, 0.00, 0.02, 0.04, 0.22, 0.09, 0.42, -0.03, -0.03, 0.19, 0.12, 0.00, 0.00, 0.00, 0.11],
  "total_charge": 1,
  "max_force_ev_per_a": 8.79,
  "multiplicity": 3,
  "lumo_ev": [-3.564, -5.870],
  "s2": 2.04,
  "homo_ev": [-10.8746, -11.2531]
}

---

{
  "formula": "C13H17ClINO2PTi",
  "method": "ωB97M-V/def2-TZVPD",
  "elements": ["C", "C", "H", "H", "H", "O", "I", "Ti", "P", "C", "C", "H", "H", "H", "C", "H", "H", "H", "H", "H", "H", "C", "O", "Cl", "N", "C", "C", "C", "C", "C", "C", "C", "H", "H", "H", "H", "H"],
  "positions_angstrom": [[-0.035, -4.309, -1.425], [-0.303, -3.054, -2.156], [0.225, -5.100, -2.144], [-0.938, -4.612, -0.873], [0.818, -4.235, -0.705], [-0.386, -2.914, -3.344], [2.810, -1.739, 1.605], [0.623, -1.849, -0.043], [-1.437, -0.930, -1.283], [-0.875, 0.467, -2.290], [-2.842, -1.549, -2.259], [-2.473, -0.770, 0.912], [-3.398, 0.125, -0.332], [-1.902, 0.836, 0.332], [-2.392, -0.100, 0.047], [-3.176, -2.509, -1.847], [-3.667, -0.826, -2.182], [-1.666, 0.666, -3.022], [0.059, 0.247, -2.814], [-2.547, -1.675, -3.307], [-0.744, 1.341, -1.643], [1.686, -1.419, -1.774], [2.249, -1.154, -2.761], [-0.837, -2.829, 1.418], [0.494, 0.093, 0.467], [0.772, 1.080, 1.055], [1.239, 2.118, 1.855], [2.593, 2.134, 2.252], [3.082, 3.196, 3.008], [2.227, 4.236, 3.385], [0.875, 4.206, 3.027], [0.371, 3.154, 2.268], [3.227, 1.290, 1.977], [4.132, 3.202, 3.302], [2.613, 5.074, 3.965], [0.207, 5.010, 3.339], [-0.683, 3.099, 1.989]],
  "lowdin_spin": [0.06, 0.13, 0.01, 0.00, 0.00, 0.15, -0.01, 0.60, -0.01, 0.00, 0.00, 0.00, 0.00, 0.00, 0.01, 0.00, 0.00, 0.00, 0.00, 0.00, 0.00, 0.03, 0.02, -0.02, 0.00, 0.02, 0.00, 0.01, 0.00, 0.01, 0.00, 0.01, 0.00, 0.00, 0.00, 0.00, 0.00],
  "total_charge": 2,
  "max_force_ev_per_a": 7.80,
  "multiplicity": 2,
  "de_lowest_ev": 1.582,
  "lumo_ev": [-9.402, -9.813],
  "s2": 0.78,
  "homo_ev": [-15.4998, -15.6253]
}